No. 1
33
Properties=species:S:1:pos:R:3:lowdin_spin:R:1 method="wB97M-V/def2-TZVPD" s2=2.010 relative_energy_kcal_mol=0.0 total_energy_ha=-597.82896 spin_multiplicity=3 orbital_gap_ev="8.1 / 6.1" total_charge=+1
C 0.44 1.36 -0.86 0.058
C -0.47 0.20 -0.69 0.524
C 0.11 -1.06 -0.62 0.476
C -0.39 -2.20 -0.06 0.237
C 0.94 1.85 0.52 0.039
C -0.15 2.54 -1.56 0.008
C -1.91 0.39 -0.64 0.089
C 0.51 -3.43 -0.40 0.027
C -2.05 -3.58 1.28 0.040
C 2.76 3.40 0.85 0.001
N -1.52 -2.42 0.64 0.340
O 0.71 0.99 1.60 0.020
O 2.27 2.17 0.42 0.008
H 1.38 1.09 -1.39 0.008
H 1.18 -1.21 -0.84 0.015
H 0.40 3.40 -1.66 0.001
H -0.51 2.24 -2.51 0.000
H -1.03 2.85 -0.95 0.000
H -1.95 1.12 0.31 0.039
H -2.38 0.88 -1.52 0.022
H -2.61 -0.42 -0.36 0.000
H 1.40 -3.65 0.28 0.011
H 0.96 -3.24 -1.37 0.004
H -0.06 -4.40 -0.43 0.001
H -1.56 -4.47 0.78 0.001
H -1.81 -3.50 2.28 0.016
H -3.13 -3.66 1.04 0.011
H 2.26 4.27 0.44 0.000
H 3.67 3.38 0.24 0.000
H 2.96 3.52 1.86 0.000
H 0.32 2.73 0.86 0.002
H -2.04 -1.44 0.83 0.000
H 1.31 0.28 1.61 0.001

No. 2
18
Properties=species:S:1:pos:R:3:lowdin_charge:R:1 method="wB97M-V/def2-TZVPD" relative_energy_kcal_mol=69.9 total_energy_ha=-583.19488 orbital_gap_ev=8.5 total_charge=+2
H 1.69 -0.36 0.43 0.230
O 0.35 -1.29 -0.39 0.009
O -0.33 0.73 0.49 0.153
O -0.15 -1.19 1.84 0.045
C 1.59 -1.11 -0.93 -0.060
C -1.45 1.05 0.96 -0.037
C 1.65 -0.91 -2.39 0.033
C -2.03 2.35 0.70 0.045
C 0.31 -0.63 0.88 -0.439
H 2.30 -1.84 -0.52 0.167
H -1.97 0.29 1.57 0.174
H 2.09 0.08 -2.57 0.137
H 2.35 -1.65 -2.82 0.126
H 0.67 -1.00 -2.86 0.123
H -3.01 2.17 0.23 0.141
H -2.27 2.80 1.68 0.139
H -1.39 2.99 0.09 0.123
Na -0.38 -2.48 3.60 0.891

No. 3
14
Properties=species:S:1:pos:R:3:lowdin_charge:R:1 method="wB97M-V/def2-TZVPD" relative_energy_kcal_mol=133.9 total_energy_ha=-378.65763 orbital_gap_ev=8.6
C -0.48 1.01 2.28 -0.013
C -0.74 1.19 0.99 -0.144
C 0.03 0.74 -0.25 -0.358
C -0.66 -0.82 -1.65 -0.221
C 0.81 -0.42 -0.11 -0.614
H 0.34 0.41 2.61 0.044
H -1.48 1.16 2.93 0.110
H -1.83 1.45 0.28 0.189
H 0.78 1.64 -0.46 0.215
H -1.37 -1.24 -2.55 0.173
H 0.36 -2.65 -0.26 0.349
N -0.91 0.37 -1.26 0.056
N 0.55 -1.30 -1.14 0.112
O 1.50 -0.55 0.83 0.103

No. 4
15
Properties=species:S:1:pos:R:3:lowdin_charge:R:1 method="wB97M-V/def2-TZVPD" relative_energy_kcal_mol=18.7 total_energy_ha=-345.77509 orbital_gap_ev=10.5
C 2.24 0.06 -0.72 0.007
C 1.35 0.60 0.12 -0.185
C 0.40 -0.23 0.97 -0.189
C -1.08 0.24 0.78 -0.093
C -1.71 -0.46 -0.39 -0.535
O -1.70 -1.66 -0.50 0.103
O -2.06 0.37 -1.39 0.106
H 2.25 -1.01 -0.85 0.054
H 2.71 0.68 -1.48 0.054
H 1.55 1.62 0.46 0.102
H 0.52 -1.28 0.74 0.104
H 0.65 -0.03 2.01 0.111
H -1.64 -0.05 1.67 0.124
H -0.92 1.30 0.62 0.112
H -2.57 -0.14 -2.03 0.125

No. 5
60
Properties=species:S:1:pos:R:3:lowdin_spin:R:1 method="wB97M-V/def2-TZVPD" s2=0.756 relative_energy_kcal_mol=5.1 total_energy_ha=-4216.15404 spin_multiplicity=2 orbital_gap_ev="7.5 / 5.1" total_charge=+2
Ir -0.14 0.06 -0.15 0.611
C 3.16 1.26 2.17 0.002
C 1.94 1.54 1.58 0.005
N 1.50 0.43 0.96 0.003
N 2.42 -0.54 1.13 -0.001
C 3.42 -0.06 1.88 0.010
B 2.17 -1.99 0.64 -0.001
N 2.07 -1.92 -0.91 0.004
C 2.71 -2.52 -1.92 0.007
C 2.16 -2.11 -3.12 0.003
C 1.15 -1.24 -2.75 0.004
N 1.10 -1.13 -1.42 0.041
N 0.72 -2.39 1.15 -0.001
C 0.30 -3.47 1.78 0.076
C -1.09 -3.40 1.95 0.034
C -1.45 -2.21 1.37 0.024
N -0.34 -1.58 0.91 0.075
N 3.17 -2.93 1.24 0.000
C 4.14 -3.77 0.80 0.000
C 4.73 -4.36 1.89 0.000
C 4.04 -3.81 2.99 0.000
N 3.11 -2.96 2.61 0.001
H 3.76 1.94 2.76 0.000
H 1.37 2.45 1.58 0.000
H 4.23 -0.70 2.17 0.000
H 3.53 -3.20 -1.76 0.001
H 2.45 -2.41 -4.11 0.000
H 0.45 -0.70 -3.37 0.000
H 1.00 -4.24 2.08 0.003
H -1.73 -4.12 2.43 0.001
H -2.42 -1.75 1.29 0.000
H 4.38 -3.91 -0.24 0.000
H 5.53 -5.07 1.89 0.000
H 4.18 -4.01 4.04 0.000
C 1.34 3.95 -4.00 0.000
C 0.32 3.01 -3.43 0.000
C -0.97 2.89 -3.95 0.003
C -1.89 2.00 -3.42 -0.001
C -1.46 1.27 -2.34 0.003
Br -2.46 -0.09 -1.46 0.001
N -0.26 1.38 -1.79 0.005
C 0.63 2.22 -2.33 0.003
H 0.90 4.59 -4.77 0.000
H 2.16 3.39 -4.46 0.000
H 1.76 4.59 -3.23 0.000
H -1.25 3.50 -4.81 0.000
H -2.88 1.87 -3.83 0.000
H 1.61 2.25 -1.86 0.000
N -3.60 5.37 3.76 0.000
C -3.05 4.57 3.15 0.000
C -2.37 3.57 2.37 0.000
C -2.53 2.22 2.68 0.007
C -1.87 1.26 1.93 0.023
C -1.05 1.63 0.86 0.051
C -0.88 2.98 0.58 0.002
C -1.54 3.94 1.33 -0.001
H -3.17 1.93 3.50 0.001
H -2.00 0.22 2.22 0.000
H -0.23 3.31 -0.21 0.001
H -1.40 4.99 1.11 0.000

No. 6
57
Properties=species:S:1:pos:R:3:lowdin_charge:R:1 method="wB97M-V/def2-TZVPD" total_energy_ha=-1334.93745 orbital_gap_ev=7.2 total_charge=+4
In 0.13 -0.27 -0.56 1.218
C 1.20 -2.38 -2.43 -0.100
C 1.89 -2.75 -1.11 -0.088
C 2.76 -1.66 -0.52 -0.233
C 4.13 -1.78 -0.47 0.052
C 4.90 -0.75 0.06 0.050
C 4.28 0.40 0.53 0.014
C 2.91 0.47 0.46 -0.080
N 2.16 -0.53 -0.05 -0.014
N -0.11 -1.70 -2.19 -0.238
C -1.17 -2.64 -1.74 -0.077
C -2.24 -1.94 -0.93 -0.222
C -3.55 -2.37 -0.95 0.051
C -4.49 -1.74 -0.15 0.052
C -4.10 -0.67 0.65 0.019
C -2.78 -0.27 0.63 -0.063
N -1.86 -0.90 -0.14 -0.007
C -0.58 -0.90 -3.36 -0.063
C -0.06 0.53 -3.37 -0.221
C 0.06 1.22 -4.56 0.047
C 0.42 2.56 -4.54 0.049
C 0.66 3.18 -3.32 0.019
C 0.54 2.44 -2.17 -0.067
N 0.18 1.14 -2.19 -0.006
H 1.82 -1.69 -3.01 0.150
H 1.04 -3.27 -3.05 0.156
H 1.15 -3.05 -0.36 0.124
H 2.51 -3.64 -1.26 0.149
H 4.60 -2.68 -0.84 0.148
H 5.98 -0.85 0.09 0.149
H 4.85 1.22 0.94 0.141
H 2.38 1.35 0.82 0.126
H -1.61 -3.16 -2.60 0.162
H -0.71 -3.41 -1.12 0.145
H -3.83 -3.20 -1.58 0.150
H -5.52 -2.06 -0.16 0.149
H -4.80 -0.14 1.28 0.141
H -2.43 0.56 1.23 0.130
H -0.32 -1.41 -4.29 0.160
H -1.67 -0.85 -3.31 0.155
H -0.13 0.71 -5.50 0.148
H 0.51 3.12 -5.46 0.149
H 0.93 4.23 -3.26 0.142
H 0.73 2.89 -1.20 0.128
N 0.08 0.68 9.00 0.203
C -0.35 1.30 7.69 -0.133
C 0.02 0.41 6.49 -0.272
N -0.27 1.03 5.20 -0.004
H -0.15 1.29 9.79 0.184
H 1.09 0.52 9.04 0.178
H -0.38 -0.22 9.17 0.180
H 0.14 2.27 7.63 0.138
H -1.42 1.45 7.76 0.139
H -0.53 -0.53 6.55 0.122
H 1.08 0.16 6.53 0.122
H 0.26 1.89 5.10 0.074
H -1.25 1.30 5.16 0.074

No. 7
75
Properties=species:S:1:pos:R:3:lowdin_charge:R:1 method="wB97M-V/def2-TZVPD" relative_energy_kcal_mol=2.6 total_energy_ha=-4041.91357 orbital_gap_ev=7.5 total_charge=+1
Pd -0.11 0.67 -1.37 0.354
C 1.10 2.57 1.32 -0.365
C -0.34 2.87 1.75 -0.349
C -1.48 2.58 0.74 -0.407
Sb -2.77 0.80 0.32 1.470
C -2.96 0.00 2.28 -0.409
C -2.66 0.71 3.44 -0.129
C -2.85 0.14 4.69 -0.078
C -3.35 -1.15 4.80 -0.072
C -3.68 -1.86 3.65 -0.071
C -3.49 -1.28 2.40 -0.149
C -1.74 -0.91 -0.50 -0.524
C -1.06 -1.84 0.32 -0.190
C -0.62 -3.05 -0.18 -0.068
C -0.83 -3.37 -1.52 -0.053
C -1.53 -2.50 -2.33 -0.066
C -2.01 -1.30 -1.82 -0.183
Sb 1.29 0.52 0.76 1.508
C 3.14 -0.46 0.59 -0.422
C 3.34 -1.27 -0.52 -0.162
C 4.51 -2.01 -0.62 -0.067
C 5.46 -1.94 0.38 -0.066
C 5.26 -1.13 1.49 -0.067
C 4.09 -0.39 1.60 -0.114
C 0.92 -0.36 2.68 -0.337
C 0.91 0.46 3.81 -0.128
C 0.90 -0.08 5.09 -0.071
C 0.91 -1.46 5.26 -0.066
C 0.97 -2.28 4.14 -0.059
C 0.99 -1.74 2.87 -0.134
H 1.81 2.86 2.10 0.069
H 1.36 3.14 0.42 0.020
H -0.38 3.95 1.91 0.118
H -0.56 2.42 2.71 0.055
H -1.26 3.05 -0.22 0.012
H -2.33 3.18 1.11 0.041
H -2.30 1.73 3.38 0.083
H -2.61 0.70 5.58 0.109
H -3.49 -1.59 5.77 0.108
H -4.09 -2.86 3.73 0.109
H -3.75 -1.86 1.52 0.101
H -0.93 -1.61 1.37 0.059
H -0.12 -3.76 0.47 0.110
H -0.47 -4.31 -1.92 0.114
H -1.73 -2.75 -3.37 0.112
H -2.62 -0.66 -2.45 0.082
H 2.59 -1.32 -1.31 0.058
H 4.67 -2.65 -1.49 0.111
H 6.38 -2.51 0.29 0.110
H 6.00 -1.08 2.27 0.110
H 3.92 0.22 2.48 0.107
H 0.93 1.54 3.72 0.081
H 0.89 0.57 5.95 0.111
H 0.89 -1.89 6.25 0.110
H 1.01 -3.36 4.26 0.111
H 1.08 -2.40 2.02 0.091
Cl 1.18 3.31 -3.45 0.286
Si 1.74 1.62 -2.38 -0.721
Cl 3.38 2.29 -1.32 0.297
Cl 2.51 0.28 -3.74 0.270
C 0.05 1.28 -7.65 -0.094
C -0.71 0.31 -6.74 -0.229
C -1.06 0.93 -5.42 -0.587
N -0.73 0.43 -4.29 0.012
N -1.12 1.21 -3.22 -0.170
C -1.79 2.28 -3.58 -0.752
N -2.27 3.19 -2.71 0.121
S -1.95 2.42 -5.28 1.132
H 0.32 0.78 -8.58 0.081
H 0.96 1.63 -7.17 0.082
H -0.56 2.15 -7.91 0.067
H -0.11 -0.56 -6.51 0.117
H -1.63 -0.03 -7.23 0.117
H -2.51 2.87 -1.79 0.032
H -2.87 3.92 -3.07 0.108

No. 8
93
Properties=species:S:1:pos:R:3:lowdin_spin:R:1 method="wB97M-V/def2-TZVPD" s2=0.755 relative_energy_kcal_mol=5.5 total_energy_ha=-4149.39885 spin_multiplicity=2 orbital_gap_ev="7.3 / 6.5" total_charge=+2
Re 0.10 -1.98 -0.41 0.791
N -2.10 -2.37 -0.65 0.010
C -2.86 -3.09 0.40 0.000
C -1.86 -4.06 0.98 0.001
N -0.63 -3.30 1.36 0.000
C 0.38 -4.33 1.76 0.001
C 1.76 -3.75 1.57 0.000
N 1.75 -3.27 0.18 -0.005
C -0.90 -2.42 2.56 0.005
C -1.11 -0.95 2.19 0.006
N 0.00 -0.58 1.29 0.004
H -2.14 -2.91 -1.52 0.003
H -2.55 -1.48 -0.88 0.001
H -3.21 -2.38 1.14 0.000
H -3.73 -3.60 -0.02 0.000
H -2.25 -4.60 1.84 0.000
H -1.58 -4.78 0.22 0.000
H 0.19 -4.66 2.79 0.000
H 0.27 -5.19 1.11 0.000
H 1.94 -2.90 2.23 0.000
H 2.54 -4.49 1.76 0.000
H 2.60 -2.77 -0.06 0.001
H 1.71 -4.05 -0.47 0.000
H -1.76 -2.81 3.11 0.000
H -0.04 -2.48 3.22 0.000
H -2.04 -0.78 1.67 0.001
H -1.11 -0.33 3.09 0.000
H -0.12 0.40 1.00 0.000
H 0.86 -0.56 1.84 0.001
C -0.56 -6.34 -5.73 0.000
O -0.97 -5.04 -6.14 0.001
C -0.89 -4.03 -5.29 0.004
C -1.30 -2.77 -5.79 0.003
C -1.25 -1.68 -4.99 0.004
C -0.81 -1.74 -3.62 0.002
C -0.87 -0.55 -2.86 0.012
C -1.10 0.80 -3.47 0.001
O -0.73 -0.48 -1.59 0.002
C -0.36 -3.02 -3.15 -0.002
O 0.20 -3.23 -1.97 0.035
C -0.43 -4.14 -3.98 0.014
H -0.75 -6.99 -6.59 0.000
H -1.14 -6.68 -4.88 0.000
H 0.51 -6.35 -5.50 0.000
H -1.64 -2.71 -6.81 0.000
H -1.57 -0.74 -5.40 0.000
H -1.82 0.81 -4.28 0.000
H -0.14 1.14 -3.87 0.001
H -1.42 1.50 -2.70 0.000
H -0.04 -5.07 -3.60 0.001
O 2.98 0.18 -2.29 -0.001
C 2.36 0.04 -1.29 0.010
O 1.65 -1.12 -1.10 0.085
C 2.27 1.01 -0.15 0.004
C 1.11 1.99 -0.37 0.000
Ge 0.74 3.20 1.13 0.000
C 0.38 2.07 2.70 0.000
C 1.38 1.26 3.25 0.000
C 1.14 0.49 4.38 0.000
C -0.11 0.54 5.00 0.000
C -1.10 1.36 4.48 0.000
C -0.86 2.11 3.34 0.000
C 2.24 4.38 1.43 0.000
C 2.83 4.52 2.68 0.000
C 3.91 5.38 2.86 0.000
C 4.40 6.10 1.79 0.000
C 3.82 5.98 0.53 0.000
C 2.74 5.12 0.36 0.000
C -0.89 4.13 0.61 0.000
C -2.00 3.41 0.18 0.000
C -3.16 4.06 -0.22 0.000
C -3.21 5.45 -0.20 0.000
C -2.12 6.18 0.23 0.000
C -0.96 5.52 0.63 0.000
H 3.20 1.57 -0.11 0.001
H 2.18 0.46 0.79 0.000
H 0.19 1.48 -0.63 0.000
H 1.35 2.61 -1.24 0.000
H 2.38 1.25 2.82 0.000
H 1.93 -0.10 4.81 0.000
H -0.28 -0.02 5.91 0.000
H -2.06 1.43 4.98 0.000
H -1.64 2.75 2.95 0.000
H 2.45 3.97 3.53 0.000
H 4.36 5.48 3.84 0.000
H 5.24 6.77 1.92 0.000
H 4.20 6.55 -0.30 0.000
H 2.29 5.04 -0.63 0.000
H -1.98 2.33 0.16 0.000
H -4.02 3.49 -0.55 0.000
H -4.11 5.96 -0.51 0.000
H -2.16 7.26 0.25 0.000
H -0.11 6.10 0.97 0.000

No. 9
32
Properties=species:S:1:pos:R:3:lowdin_charge:R:1 method="wB97M-V/def2-TZVPD" relative_energy_kcal_mol=0.0 total_energy_ha=-974.16975 orbital_gap_ev=10.4 total_charge=+1
N 2.41 0.35 -3.61 0.154
C 1.73 1.34 -2.73 -0.186
C 0.65 0.66 -1.92 -0.177
S 1.54 -0.55 -0.83 0.665
O 2.41 0.22 -0.01 -0.243
O 2.17 -1.43 -1.83 -0.297
N 0.53 -1.50 -0.01 -0.082
C -0.38 -1.11 1.07 -0.341
C 0.17 0.06 1.88 -0.167
C -0.77 0.36 3.04 -0.181
C -2.17 0.69 2.53 -0.198
C -2.72 -0.46 1.69 -0.188
C -1.78 -0.77 0.53 -0.155
H 3.34 0.66 -3.91 0.173
H 1.85 0.12 -4.44 0.172
H 2.50 -0.56 -2.98 0.089
H 1.33 2.16 -3.33 0.141
H 2.47 1.74 -2.04 0.134
H 0.14 1.38 -1.29 0.107
H -0.06 0.11 -2.53 0.113
H 0.25 -2.31 -0.53 0.131
H -0.46 -1.98 1.72 0.164
H 1.17 -0.19 2.24 0.122
H 0.26 0.94 1.24 0.109
H -0.82 -0.50 3.71 0.122
H -0.38 1.20 3.61 0.118
H -2.14 1.60 1.92 0.116
H -2.84 0.87 3.37 0.116
H -2.82 -1.35 2.32 0.121
H -3.71 -0.21 1.31 0.116
H -2.16 -1.62 -0.05 0.119
H -1.72 0.10 -0.13 0.110

No. 10
12
Properties=species:S:1:pos:R:3:lowdin_charge:R:1 method="wB97M-V/def2-TZVPD" relative_energy_kcal_mol=81.2 total_energy_ha=-832.45962 orbital_gap_ev=7.9 total_charge=-1
C 0.28 -1.46 1.41 -0.088
C -0.87 -1.90 0.43 -0.331
N -0.68 -1.52 -0.92 -0.544
O -2.69 -0.71 2.07 -0.550
O -1.31 -2.15 -1.72 -0.012
O -0.05 -0.50 -1.16 -0.017
O -2.39 0.47 -0.03 -0.497
S -2.74 -0.79 0.62 0.714
H 0.66 -0.56 0.87 0.068
H 1.05 -2.29 1.50 0.070
H -0.21 -1.25 2.39 0.056
H -1.20 -2.99 0.57 0.130

No. 11
16
Properties=species:S:1:pos:R:3:lowdin_spin:R:1 method="wB97M-V/def2-TZVPD" s2=0.767 relative_energy_kcal_mol=7.6 total_energy_ha=-2494.13491 spin_multiplicity=2 orbital_gap_ev="7.8 / 7.0" total_charge=+1
O 2.72 -0.41 0.67 0.038
C 2.23 -1.39 0.05 0.004
O 2.67 -2.20 -0.72 0.002
O 0.33 2.14 2.14 0.106
C -0.68 2.55 1.47 0.632
C -1.16 2.07 0.32 0.052
O -0.43 0.97 -0.20 0.042
C -1.19 -0.20 -0.51 0.002
C -0.20 -1.32 -0.77 0.003
O 0.73 -1.30 0.31 0.015
Ga 0.98 0.50 1.16 0.102
H -1.95 2.48 -0.31 0.001
H -1.82 -0.02 -1.40 0.000
H -1.85 -0.44 0.33 0.000
H 0.34 -1.14 -1.71 0.000
H -0.72 -2.28 -0.83 0.001